2 unconnected molecules or ions with the total composition C7H10IN3 in a non-equilibrium geometry. Source: the Open Molecules 2025 dataset; level of theory: ωB97M-V/def2-TZVPD.

Its HOMO energy (spin up / spin down) is -7.03 / -7.03 eV. As for the LUMO energy (spin up / spin down): -1.04 / -1.04 eV. The calculation puts the HOMO-LUMO gap (spin up / spin down) at 5.99 / 5.99 eV. Its net charge is 0.

```
21
C7H10IN3 ωB97M-V/def2-TZVPD
H 0.441 -2.579 -1.074
H -2.546 -1.762 0.450
H -3.658 0.428 0.450
H -2.371 2.466 -0.098
N 2.876 1.098 0.410
H 3.121 2.697 -0.824
H 1.906 2.766 0.371
C 0.023 -2.350 -0.092
H 0.831 -2.387 0.642
C 0.114 0.162 -0.440
H 0.011 2.292 -0.691
C -0.550 1.408 -0.423
H -0.701 -3.124 0.157
I 4.540 0.149 -0.215
N 2.798 2.380 0.088
C -2.607 0.359 0.213
C -1.974 -0.876 0.210
H 1.767 -0.818 -0.841
C -1.882 1.501 -0.096
C -0.632 -1.001 -0.085
N 1.366 0.111 -0.904
```

---

A molecular structure, C17H15BrClIrN2O2S. Source: the Open Molecules 2025 dataset; level of theory: ωB97M-V/def2-TZVPD.

Its spin multiplicity is 2. Its HOMO energy (spin up / spin down) is -11.89 / -12.28 eV. As for the LUMO energy (spin up / spin down): -4.36 / -5.79 eV. The calculation puts the HOMO-LUMO gap (spin up / spin down) at 7.53 / 6.49 eV. The expectation value of S² is 0.76. Its net charge is +1.

```
40
C17H15BrClIrN2O2S ωB97M-V/def2-TZVPD
C 0.402 -0.770 -2.463
C 2.616 -2.985 1.861
H -1.416 1.065 2.470
H 4.163 -4.478 1.958
C 0.512 -3.369 0.727
H -1.323 5.392 -1.637
C 0.937 -1.245 1.822
C -1.350 4.315 -1.742
N -1.291 -0.094 -0.079
C -1.407 2.338 -3.094
H 4.754 -2.814 1.898
S -1.490 -1.557 0.646
O -2.377 -1.534 1.754
H -1.346 4.327 -3.882
C 0.111 -2.090 1.085
C -1.381 2.119 -0.773
Ir -1.519 -0.451 -1.927
H 2.089 -4.802 0.854
O -1.874 -2.298 -0.586
C 2.185 -1.699 2.198
H -1.384 5.066 0.907
H 2.840 -1.049 2.764
C -1.392 1.732 1.618
H 4.052 -3.441 3.383
Cl 1.545 0.525 -2.097
C -1.362 3.734 -2.980
N -1.425 1.557 -2.029
C -1.368 3.505 -0.585
H -1.440 3.518 2.811
C 3.971 -3.462 2.295
C -1.360 1.237 0.342
H -1.439 1.852 -4.057
H 0.617 -0.246 2.089
C 1.766 -3.805 1.124
C -1.410 3.131 1.802
C -1.383 3.997 0.744
Br -2.791 -0.607 -3.940
H 0.403 -0.957 -3.534
H 0.709 -1.649 -1.895
H -0.144 -4.008 0.151
```

---

A molecular structure, C37H25MgN7O4 in a non-equilibrium geometry. Source: the Open Molecules 2025 dataset; level of theory: ωB97M-V/def2-TZVPD.

Its HOMO energy is -1.05 eV. As for the LUMO energy: 4.62 eV. The calculation puts the HOMO-LUMO gap at 5.67 eV. Its net charge is -2.

```
74
C37H25MgN7O4 ωB97M-V/def2-TZVPD
H 0.285 4.999 2.908
C 1.216 1.714 -0.536
C 0.300 3.239 4.130
H -5.350 -4.181 -1.536
C -3.344 -0.078 3.539
C -3.479 -3.285 -2.077
H 1.467 -2.242 2.934
N -2.091 0.040 1.539
C 0.723 1.643 -1.849
C 1.427 2.168 -2.911
C 0.354 3.914 2.919
C -3.108 -2.733 0.530
C -4.071 1.309 1.731
O -1.845 0.376 -0.964
H 0.928 -0.801 -6.902
H 3.150 -0.165 -6.103
O -0.566 -1.897 2.077
C 0.469 -1.329 -3.617
H 0.201 3.784 5.062
H -5.128 1.124 3.590
C -2.261 -0.447 2.748
H 1.006 2.101 -3.909
C 0.493 1.159 2.935
H 0.518 3.781 0.800
C 4.121 -0.527 0.864
O -3.366 2.014 -1.031
H 4.124 3.342 -1.262
H 4.827 -0.041 0.208
Mg -0.545 -0.710 0.347
H -0.244 1.197 -2.012
H -4.767 1.985 1.257
C 3.161 2.871 -1.433
C 2.893 -0.970 0.326
H 3.567 -1.516 4.036
N 2.764 -0.848 -1.020
C -0.304 -1.678 -2.405
C 0.156 -1.289 -4.961
C 2.658 2.779 -2.723
C -2.960 0.871 1.015
C 0.373 1.853 4.117
H 0.344 1.305 5.052
C 2.408 -0.507 -5.389
H -0.830 -1.562 -5.307
C 1.734 -0.959 -3.161
N -1.472 -2.222 -2.575
C 2.724 -0.561 -4.039
H -2.930 -2.541 1.577
C 2.456 2.367 -0.363
H 0.557 0.086 2.952
N 0.574 1.135 0.521
C 0.543 1.816 1.690
C -1.255 -1.561 3.062
H -3.469 -0.522 4.516
N 1.976 -1.571 1.087
C -4.258 0.825 3.015
C 1.143 -0.864 -5.842
H 2.873 2.441 0.635
C 4.382 -0.718 2.201
H -3.552 -3.488 -3.135
C 1.680 -1.071 -1.689
C -4.280 -3.370 0.152
C 0.488 3.231 1.733
C -2.333 -2.592 -1.608
H 3.700 -0.282 -3.675
H -5.029 -3.630 0.887
C -2.697 1.143 -0.469
C 2.239 -1.746 2.365
C -4.458 -3.664 -1.196
H 5.326 -0.401 2.638
N 0.441 -1.469 -1.307
N -2.161 -2.350 -0.302
C 3.418 -1.347 2.979
H 3.215 3.176 -3.563
O -1.248 -2.053 4.197
```

---

A molecular structure, C26H23NO7PPd in a non-equilibrium geometry. Source: the Open Molecules 2025 dataset; level of theory: ωB97M-V/def2-TZVPD.

Its HOMO energy is -5.28 eV. As for the LUMO energy: 1.46 eV. The calculation puts the HOMO-LUMO gap at 6.75 eV. Its net charge is -1.

```
59
C26H23NO7PPd ωB97M-V/def2-TZVPD
C -2.690 -1.554 1.237
H 1.964 -4.404 0.793
C 1.165 0.018 -3.021
H 4.035 -1.128 2.898
H -5.322 -3.145 2.646
H 1.467 -3.750 5.076
H -1.476 -4.689 1.629
O 0.705 3.778 -1.848
C 0.766 -3.150 3.148
H -1.180 -1.316 -3.026
H -1.101 -5.528 -2.908
H -0.839 2.770 -3.289
H -0.158 -3.703 3.228
H -3.989 1.306 -2.280
C 1.289 -4.653 -0.014
C -1.771 -2.599 1.223
H 3.564 -2.458 4.914
H -2.532 0.435 -4.716
H -3.719 -5.015 2.584
C -3.060 1.453 -2.833
C 0.466 2.600 -1.624
C -0.639 -4.137 -1.353
C 1.022 -2.394 2.012
C -0.248 0.673 -3.365
H -0.217 0.856 -4.442
H -4.679 -0.940 1.727
H -3.142 2.359 -3.429
C -4.332 -2.990 2.240
C -0.614 1.953 -2.600
O -1.507 1.427 1.324
C 0.621 -6.131 -1.786
H 0.778 -7.035 -2.357
H -1.461 -3.469 -1.577
C 1.482 -5.808 -0.749
O 0.113 0.517 2.351
C -2.163 -3.856 1.683
C -1.406 -0.252 -2.958
C 1.680 -3.172 4.188
O -1.666 0.109 -1.611
C -0.439 -5.287 -2.089
P -0.101 -2.241 0.571
C 3.120 -1.696 2.962
C -1.878 1.495 -1.842
C -3.430 -4.043 2.205
C 0.212 -3.815 -0.296
H 2.313 -6.460 -0.514
C -3.966 -1.752 1.736
N -0.858 1.302 2.374
H -2.070 2.012 -0.900
C 2.855 -2.447 4.098
H 2.393 -1.054 1.030
C 2.208 -1.662 1.924
C -2.700 0.207 -3.665
O 1.235 -0.666 -1.977
O 0.952 1.895 -0.714
Pd 0.277 0.018 0.056
H -2.394 -0.587 0.841
H -3.473 -0.560 -3.586
O 2.024 0.184 -3.875
```

---

A single C2H3N3O molecule. Source: the Open Molecules 2025 dataset; level of theory: ωB97M-V/def2-TZVPD.

Its HOMO energy is -9.87 eV. The SMILES is Oc1nc[nH]n1. As for the LUMO energy: 0.87 eV. The calculation puts the HOMO-LUMO gap at 10.73 eV. Its net charge is 0.

```
9
C2H3N3O ωB97M-V/def2-TZVPD
H 2.598 0.127 -0.700
H -1.754 1.395 0.305
H -2.092 -1.127 -0.081
N -1.024 0.711 0.178
N 0.044 -1.170 -0.093
C -1.143 -0.613 -0.011
N 0.283 1.060 0.244
O 2.213 -0.273 0.089
C 0.874 -0.109 0.070
```

---

A molecular structure, C28H52BBrN5O9P3TeY. Source: the Open Molecules 2025 dataset; level of theory: ωB97M-V/def2-TZVPD.

Its HOMO energy is -10.47 eV. As for the LUMO energy: -1.78 eV. The calculation puts the HOMO-LUMO gap at 8.69 eV. Its net charge is +1.

```
101
C28H52BBrN5O9P3TeY ωB97M-V/def2-TZVPD
O -4.305 -1.705 -1.817
H 1.579 0.680 -2.243
H 3.500 4.291 1.309
P 2.546 -0.056 -0.228
H -1.641 4.626 -0.733
H 5.069 1.137 -1.359
C 0.431 -4.144 -0.808
H 4.040 -1.587 2.163
C 5.076 0.379 -2.144
C 5.730 -1.426 -0.501
H 1.913 -5.469 2.420
Br 0.877 -2.807 2.944
C -1.355 3.134 -2.271
O -3.766 0.668 -2.482
O 3.392 -1.070 -1.060
H -2.087 -2.795 4.456
H -3.664 -1.556 4.347
C 4.209 -0.667 2.722
H 1.319 5.583 1.432
H 4.039 -0.880 3.777
P 0.589 2.163 -0.698
H -5.708 -1.932 -3.290
H -5.952 2.644 -0.816
H 5.783 -0.682 0.294
H -2.335 -3.962 -0.309
H 2.228 0.082 2.416
C -4.956 2.300 -1.099
C 3.463 1.738 2.985
H 6.722 -1.536 -0.937
H 0.038 1.653 2.451
O 0.070 2.907 -1.970
H -5.160 -4.159 -2.252
C -0.418 0.966 3.146
C 3.257 0.419 2.283
H 4.462 2.129 2.789
C 1.981 4.375 -0.210
C -5.082 1.167 -2.092
C 0.992 -5.406 -0.829
C -2.814 -3.622 0.597
H -0.019 -3.728 -1.698
C 1.538 -5.912 0.341
C -0.367 0.933 4.530
H -1.923 2.390 -1.708
H -4.973 -3.085 2.959
H -3.512 -4.034 -2.892
P -3.189 -0.589 -1.710
H 0.990 -5.978 -1.744
C 3.421 4.218 0.225
B -2.642 -1.925 3.823
H 1.886 6.500 0.028
C -1.164 -0.149 4.871
H -2.723 4.778 -2.119
H 4.018 5.015 -0.216
H 1.915 4.379 -1.302
H 5.432 -2.382 -0.076
H 0.146 1.605 5.194
H -4.435 1.969 -0.202
C 4.761 -0.989 -1.575
N -1.644 -0.706 3.760
H 5.244 -0.352 2.595
C -4.180 -3.159 2.237
N -2.180 -2.771 1.416
C 1.963 1.205 -1.363
H -4.828 -4.550 0.647
H -4.043 -1.824 -3.888
H 0.303 5.718 -0.010
O -2.980 -0.303 -0.240
O -0.424 1.346 0.020
H 4.377 0.655 -2.932
C -4.085 -3.903 1.075
O 1.395 -0.760 0.400
Y -0.900 -0.953 0.496
H -4.884 -4.181 -4.000
O 3.447 0.663 0.833
H -5.554 1.491 -3.019
H -2.565 3.044 -4.026
C 1.507 -5.129 1.479
H 4.744 -1.724 -2.382
H -1.033 5.259 -2.280
C -4.680 -2.247 -3.106
H -1.432 -0.548 5.834
C -1.706 4.535 -1.818
H -4.421 3.140 -1.534
H -5.669 0.347 -1.673
N -3.037 -2.492 2.424
C -4.551 -3.750 -3.056
H 6.075 0.360 -2.578
C -1.520 2.908 -3.754
H -0.915 3.618 -4.318
Te -1.115 -1.272 -2.629
H 2.762 1.873 -1.679
H 3.837 3.259 -0.082
N -1.191 -0.033 2.683
H 3.350 1.591 4.058
O 1.208 3.223 0.282
C 0.923 -3.876 1.386
N 0.384 -3.372 0.288
H 1.977 -6.899 0.369
H -1.230 1.892 -4.023
C 1.326 5.620 0.343
H 2.723 2.465 2.659
```

---

A single C6H12O molecule. Source: the Open Molecules 2025 dataset; level of theory: ωB97M-V/def2-TZVPD.

Its HOMO energy is -9.65 eV. The SMILES is CC[C@H]1CCCO1. As for the LUMO energy: 1.19 eV. The calculation puts the HOMO-LUMO gap at 10.84 eV. Its net charge is 0.

```
19
C6H12O ωB97M-V/def2-TZVPD
O 0.332 -0.328 0.988
C 1.031 -1.819 -0.735
C 0.859 -1.628 0.790
C -1.211 2.035 1.129
C 0.519 -0.492 -1.314
C -0.373 0.036 -0.188
H -1.422 3.108 1.081
H 2.070 -2.019 -1.012
H -0.516 1.854 1.954
H -2.146 1.512 1.362
H -1.347 -0.491 -0.211
H 0.171 -2.381 1.203
H -0.009 -0.607 -2.265
H 0.347 2.041 -0.366
C -0.610 1.536 -0.182
H -1.270 1.781 -1.025
H 1.347 0.210 -1.465
H 0.427 -2.661 -1.090
H 1.800 -1.688 1.345
```

---

A molecular structure, C3H5LaO3 in a non-equilibrium geometry. Source: the Open Molecules 2025 dataset; level of theory: ωB97M-V/def2-TZVPD.

Its spin multiplicity is 2. Its HOMO energy (spin up / spin down) is -22.99 / -23.83 eV. As for the LUMO energy (spin up / spin down): -14.92 / -15.04 eV. The calculation puts the HOMO-LUMO gap (spin up / spin down) at 8.07 / 8.79 eV. The expectation value of S² is 0.76. Its net charge is +3.

```
12
C3H5LaO3 ωB97M-V/def2-TZVPD
O -1.623 0.446 -0.204
O 2.519 0.898 -0.223
C -1.146 -0.387 0.814
O 1.079 -0.623 -0.010
H 2.687 1.850 -0.233
H -0.032 -1.721 -1.074
H -0.651 0.005 1.713
C 1.275 0.612 -0.365
H -1.943 -1.065 1.148
C -0.199 -1.231 -0.104
H -1.420 -1.273 -0.759
La -0.544 2.489 -0.703
```

---

A molecular structure, C25H22I2N4O6RuSi in a non-equilibrium geometry. Source: the Open Molecules 2025 dataset; level of theory: ωB97M-V/def2-TZVPD.

Its spin multiplicity is 2. Its HOMO energy (spin up / spin down) is -4.98 / -4.73 eV. As for the LUMO energy (spin up / spin down): 1.43 / 1.43 eV. The calculation puts the HOMO-LUMO gap (spin up / spin down) at 6.41 / 6.16 eV. The expectation value of S² is 0.75. Its net charge is -1.

```
61
C25H22I2N4O6RuSi ωB97M-V/def2-TZVPD
C 4.214 -1.297 3.718
H 1.828 -0.369 2.542
C 3.110 -2.740 -1.265
C -2.422 -0.259 -0.999
C 0.998 1.131 -4.313
N 1.462 -1.455 -0.146
H -1.878 2.821 -2.089
C 0.955 -4.342 2.743
C 1.860 -4.593 1.742
H 0.511 0.161 -4.442
C 1.502 2.512 1.056
C 2.656 1.465 3.307
H 2.338 3.457 -2.372
N 1.400 1.196 1.288
C 4.917 -1.777 1.616
O -0.372 -1.101 1.730
C 3.166 0.861 4.545
H 2.368 -0.751 -1.822
N 4.417 -0.888 2.458
C 4.518 -2.601 4.099
C -1.457 2.357 -2.983
C 3.744 -0.333 4.724
H 3.598 -4.644 -0.435
H 2.212 4.414 1.706
H 3.800 -2.815 -2.094
Ru 0.095 0.061 0.108
H 3.227 3.479 3.787
H 5.300 -4.464 3.363
C 0.204 -3.161 2.777
C 1.278 3.613 -2.590
O -3.564 1.622 0.041
H -2.044 1.458 -3.184
H 2.077 0.964 -4.263
H 0.791 1.734 -5.201
C 2.077 -3.634 0.720
H -1.595 3.045 -3.823
H 0.855 4.231 -1.794
H 5.069 -1.439 0.596
O -3.330 -0.575 -1.733
H 3.958 -0.630 5.745
C 5.045 -3.436 3.132
H 1.007 2.858 0.161
H 0.802 -5.073 3.526
O -1.380 1.403 0.423
C -2.511 1.036 -0.102
C 2.325 -1.582 -1.129
Si 0.360 1.967 -2.751
C 0.317 -2.192 1.782
H 4.348 -2.948 5.109
H 2.998 1.458 5.436
C 2.732 2.832 3.073
N 5.260 -3.034 1.883
O -1.300 -0.927 -0.897
C 2.168 3.356 1.922
H 1.205 4.185 -3.519
C 1.313 -2.454 0.770
I -1.134 -2.828 4.331
C 1.967 0.688 2.378
C 2.990 -3.753 -0.354
I 2.872 -6.423 1.743
O 0.714 1.037 -1.483
```

---

A molecular structure, C30H35BClO8PPdS3 in a non-equilibrium geometry. Source: the Open Molecules 2025 dataset; level of theory: ωB97M-V/def2-TZVPD.

Its HOMO energy (spin up / spin down) is -1.55 / -1.55 eV. As for the LUMO energy (spin up / spin down): 3.64 / 3.64 eV. The calculation puts the HOMO-LUMO gap (spin up / spin down) at 5.19 / 5.19 eV. Its net charge is -2.

```
80
C30H35BClO8PPdS3 ωB97M-V/def2-TZVPD
C 0.458 0.338 3.949
H -0.782 -3.176 2.687
C -8.139 -0.556 2.646
H 2.840 4.333 0.372
H 0.600 3.675 0.150
C -0.242 -4.072 2.988
O -2.979 0.206 1.779
H -5.545 0.608 2.750
S 1.093 0.718 2.393
H 1.189 -1.620 6.627
O 1.905 0.012 -0.640
S 0.117 -2.468 -0.112
C -4.007 -0.213 -0.169
H 3.855 -3.893 -1.761
S -0.449 -5.347 -1.898
C -6.360 -0.138 -0.462
H -9.046 -0.855 0.084
H 2.272 -3.138 -1.491
H -7.206 -0.253 -1.121
H 0.800 -3.942 2.707
C -5.096 -0.351 -1.003
Pd -0.040 -0.074 0.369
C -0.887 0.945 5.860
O -0.088 1.896 -0.509
O -1.147 0.825 8.716
H -0.072 -6.744 3.738
H -1.234 1.566 8.104
C 0.859 2.645 -0.174
O -0.196 -1.185 8.731
H -1.676 1.565 6.280
C -0.552 1.116 4.544
H -8.076 -1.583 2.295
C -8.065 1.861 1.965
C 4.994 1.748 -0.082
Cl 5.678 4.291 0.553
C 3.186 3.329 0.164
H 3.398 -5.577 -0.028
P 0.070 -4.503 -0.199
C -0.243 -0.027 6.655
C -9.083 0.161 0.470
C 0.711 -0.856 6.032
H -8.010 2.547 1.122
H -4.972 -0.624 -2.039
C -5.443 0.345 1.707
C -0.034 -6.568 2.664
H 2.362 -4.767 -2.173
B -2.009 -0.095 0.802
C 4.522 3.033 0.190
C 2.690 0.971 -0.395
O -2.695 -0.359 -0.407
C -6.557 0.200 0.872
H -7.259 2.106 2.649
C -0.815 -5.304 2.305
H -0.462 -7.424 2.146
H 6.058 1.553 -0.065
H -0.313 -4.182 4.070
H -1.863 -5.436 2.615
H -9.030 0.857 -0.364
C -4.187 0.136 1.180
H -9.014 2.018 2.479
C 2.244 2.333 -0.152
C -0.507 -0.211 8.069
C 2.788 -4.657 -0.061
H 0.998 -6.460 2.344
H 4.442 -0.260 -0.555
O 1.501 -5.099 0.338
H -10.045 0.300 0.966
H -1.053 1.862 3.942
H -7.372 -0.413 3.401
H 1.821 -1.272 4.258
H -9.112 -0.409 3.115
C -7.947 0.412 1.470
H 4.373 -3.429 0.703
H 2.749 -2.736 0.909
C 4.100 0.748 -0.357
H 3.295 -4.058 1.959
C 2.823 -4.077 -1.469
C 1.057 -0.671 4.723
C 3.337 -3.652 0.949
O -0.901 -5.185 0.891
```